Entry 1:
DFT (wB97M-V/def2-TZVPD) results for a cluster of 2 separate species, CHCl2FS in total.

```
! RIJCOSX wB97M-V def2-TZVPD def2/J DEFGRID3
* xyz 0 1
F -0.9663 0.7482 -1.2593
C -1.4629 0.5959 -0.0711
S -1.5544 1.7063 1.0883
Cl -2.0886 -0.9904 0.0908
Cl 2.7301 -0.4752 0.1648
H 3.3421 -1.5847 -0.0135
*
```

The SMILES is FC(=S)Cl.Cl. The calculation puts the energy above the lowest of the compared OMol25 structures with the same formula, charge and spin at 0.7 kcal per mole. The gap between HOMO and LUMO (spin up / spin down) comes out at 9.342 / 9.342 eV. For the LUMO energy (spin up / spin down), the calculation gives -0.43 / -0.43 eV.

Atomic partial charges in e from the Löwdin method, atoms 1 to 5:
1. F -0.02
2. C -1.36
3. S 0.70
4. Cl 0.66
5. Cl 0.26

***

Entry 2:
DFT (wB97M-V/def2-TZVPD) results for a cluster of 2 separate species, C6H9BrFN2O2PS in total.

```
! RIJCOSX wB97M-V def2-TZVPD def2/J DEFGRID3
* xyz 0 1
N -1.9189 0.8734 4.9890
C -1.9232 1.3269 3.9247
C -1.8149 1.7358 2.5260
F -2.6758 2.7482 2.3364
C -0.3751 2.2083 2.2867
C -0.1963 3.5714 2.7104
N 0.0400 4.6339 3.1054
P 0.1212 2.0039 0.4855
O 0.0217 0.3574 0.4334
Br 2.3285 2.3461 0.4727
H -2.0671 0.9091 1.8854
H 0.2734 1.5864 2.8967
H 0.1241 0.0274 1.3306
C -0.2828 -2.1980 -3.7018
S 0.6762 -1.6152 -2.2956
O 1.5183 -0.4907 -2.7748
C 1.7362 -3.0652 -2.1905
H -0.9903 -1.4172 -3.9712
H 0.3820 -2.3974 -4.5422
H -0.8245 -3.1013 -3.4212
H 2.2622 -3.2047 -3.1349
H 1.1299 -3.9409 -1.9587
H 2.4552 -2.8974 -1.3918
*
```

The gap between HOMO and LUMO comes out at 9.085 eV. For the LUMO energy, the calculation gives -0.07 eV.

Atomic partial charges in e from the Löwdin method, atoms 1 to 5:
1. N 0.19
2. C -0.14
3. C -0.38
4. F 0.06
5. C -0.46

***

Entry 3:
DFT (wB97M-V/def2-TZVPD) results for a cluster of 2 separate species, C3H10N2O in total.

```
! RIJCOSX wB97M-V def2-TZVPD def2/J DEFGRID3
* xyz 0 1
H -1.5361 -1.7767 -2.5177
N -1.2300 -0.8047 -2.4561
C -1.3549 -0.4587 -1.2307
N -1.1305 0.8981 -0.9049
C -0.3329 1.2636 0.2538
C -0.1391 0.1714 1.3253
H -1.9425 -1.1585 -0.5922
H -1.4412 1.3986 -1.7418
H -0.5886 2.2703 0.5912
H 0.6989 1.3756 -0.1177
H -0.1787 -0.8308 0.9330
H -0.8085 0.2675 2.1559
H 0.8389 0.2227 1.7996
O 3.3635 -1.0054 1.0816
H 2.4938 -0.6355 1.2813
H 3.2879 -1.1976 0.1395
*
```

The SMILES is [H]/N=C/NCC.O. The calculation puts the energy above the lowest of the compared OMol25 structures with the same formula, charge and spin at 46.2 kcal per mole. The gap between HOMO and LUMO comes out at 9.683 eV. For the LUMO energy, the calculation gives 0.77 eV.

Atomic partial charges in e from the Löwdin method, atoms 1 to 5:
1. H 0.03
2. N 0.06
3. C -0.34
4. N -0.05
5. C -0.24

***

Entry 4:
DFT (wB97M-V/def2-TZVPD) results for a structure of composition C48H39Br2F3IrN8O4.

```
! RIJCOSX wB97M-V def2-TZVPD def2/J DEFGRID3
* xyz 2 2
Ir 0.0306 -0.1339 0.2890
Br 0.0269 3.1195 -9.4890
C -1.1707 3.5546 -8.0814
C -2.0757 2.5867 -7.6408
C -2.8535 2.8346 -6.5410
C -2.7184 4.0590 -5.8308
C -1.8863 5.0702 -6.3707
C -1.1165 4.8124 -7.4756
N -3.2743 4.2518 -4.6450
N -3.9187 3.4521 -3.9053
C -3.4700 2.7614 -2.8759
C -4.3421 1.8681 -2.2130
C -3.8923 0.9640 -1.2867
C -2.5209 0.8723 -0.9475
O -2.0575 0.0028 -0.1313
C -1.6358 1.8506 -1.5197
N -0.3533 1.8296 -1.1035
C 0.4842 2.7715 -1.4751
C 0.0986 3.8181 -2.3061
C -1.1928 3.8344 -2.7983
C -2.0952 2.8390 -2.4274
H -2.1402 1.6382 -8.1537
H -3.5706 2.1109 -6.1848
H -1.8381 6.0266 -5.8745
H -0.4576 5.5669 -7.8748
H -5.3858 1.9024 -2.4788
H -4.5767 0.2987 -0.7866
H 1.4870 2.7006 -1.0763
H 0.7924 4.6053 -2.5455
H -1.5142 4.6435 -3.4348
C 1.8141 -3.5385 -6.8420
O 1.7508 -3.2532 -5.4570
C 2.7658 -3.6807 -4.6671
C 3.8722 -4.4076 -5.0923
C 4.8608 -4.7608 -4.1917
C 4.7575 -4.4142 -2.8542
C 3.6549 -3.7065 -2.4117
C 2.6608 -3.3265 -3.3067
N 1.4989 -2.6540 -2.9008
C 1.4279 -1.6610 -1.9824
N 2.6065 -1.1136 -1.6347
C 2.9029 -0.1109 -0.7304
C 2.0134 0.3831 0.2359
C 2.5249 1.3684 1.0910
C 3.8302 1.8145 1.0062
C 4.6886 1.3378 0.0247
C 4.2394 0.3640 -0.8443
O 4.9724 -0.1974 -1.8442
C 6.3076 0.2409 -2.0365
N 0.2933 -1.2938 -1.4270
C -0.9106 -1.7827 -1.9750
C -1.7851 -2.5217 -1.1888
C -2.9980 -2.9503 -1.6896
C -3.3514 -2.6265 -2.9886
C -2.4871 -1.9041 -3.7950
C -1.2582 -1.4790 -3.3103
O -0.3276 -0.7827 -4.0251
C -0.5507 -0.5578 -5.4011
H 0.9442 -3.0617 -7.2895
H 1.7704 -4.6146 -7.0217
H 2.7219 -3.1244 -7.2864
H 3.9678 -4.7041 -6.1232
H 5.7155 -5.3172 -4.5402
H 5.5243 -4.7087 -2.1565
H 3.5476 -3.4779 -1.3634
H 0.6752 -2.8700 -3.4460
H 3.4145 -1.3967 -2.1854
H 1.9088 1.8021 1.8611
H 4.1960 2.5443 1.7111
H 5.6836 1.7432 -0.0526
H 6.9191 0.0651 -1.1479
H 6.3422 1.2996 -2.3057
H 6.6853 -0.3584 -2.8620
H -1.4917 -2.7587 -0.1794
H -3.6661 -3.5232 -1.0676
H -4.3022 -2.9473 -3.3829
H -2.7789 -1.6767 -4.8059
H 0.3929 -0.1812 -5.7956
H -1.3331 0.1886 -5.5634
H -0.8101 -1.4874 -5.9153
F -1.9066 2.4154 6.5712
C -1.4115 3.1803 5.5964
F -2.2747 4.1682 5.3664
F -0.2813 3.7346 6.0590
C -1.1093 2.3773 4.3475
C -0.2375 1.2964 4.4195
C 0.1001 0.6462 3.2483
N -0.3845 0.9979 2.0547
C -1.2435 2.0136 2.0007
C -1.6364 2.7359 3.1161
H 0.1772 0.9821 5.3634
H 0.7990 -0.1771 3.2670
H -1.6364 2.2833 1.0324
H -2.3327 3.5563 3.0198
Br -2.2566 -1.6852 2.5066
C -0.6646 -2.7059 2.4110
C -0.5849 -3.9072 3.1027
C 0.6049 -4.6118 3.0562
C 1.6554 -4.0993 2.3040
C 1.4700 -2.9037 1.6351
N 0.3334 -2.2104 1.6897
H -1.4318 -4.2602 3.6701
H 0.7140 -5.5307 3.6115
H 2.5976 -4.6192 2.2506
H 2.2567 -2.4606 1.0403
*
```

The gap between HOMO and LUMO (spin up / spin down) comes out at 5.421 / 5.575 eV. For the LUMO energy (spin up / spin down), the calculation gives -6.75 / -6.60 eV.

Atomic partial charges in e from the Löwdin method, atoms 1 to 5:
1. Ir 1.36
2. Br 0.79
3. C -0.66
4. C -0.12
5. C 0.00

***

Entry 5:
DFT (wB97M-V/def2-TZVPD) results for a structure of composition C7H15F2N7O3RhSe.

```
! RIJCOSX wB97M-V def2-TZVPD def2/J DEFGRID3
* xyz 1 1
Rh -0.0174 -0.7506 -1.1240
N 1.9767 -0.5061 -1.2152
N 2.4932 0.6483 -1.8335
C 1.6634 1.5149 -2.4778
N 2.2301 2.5611 -3.0606
N 0.3806 1.1830 -2.4107
N -0.5779 2.0069 -3.0083
O -1.7036 1.6868 -2.7497
O -0.2336 2.9893 -3.6339
H 2.2014 -0.4884 -0.2171
H 2.3982 -1.3353 -1.6449
H 3.4914 0.7906 -1.7975
H 3.2314 2.6557 -3.0767
H 1.6334 3.1927 -3.5836
Se -4.5209 -0.7995 -2.2530
C -2.9799 -0.8609 -1.4841
N -1.9531 -0.9233 -0.8962
F 1.3321 -3.0986 -0.3695
C 0.2217 -2.7007 -1.0589
F 0.4454 -2.9801 -2.3671
H -0.6611 -3.2304 -0.6893
C -1.2831 0.1968 3.9878
N -0.4639 -0.3997 2.9373
C 0.4246 -1.4779 3.3578
C -0.5537 -0.0280 1.6812
C -1.5413 1.0242 1.2999
O 0.2642 -0.5538 0.8447
H -0.7783 0.0369 4.9372
H -2.2643 -0.2776 4.0225
H -1.3956 1.2656 3.8366
H -0.1316 -2.1455 4.0132
H 1.2726 -1.0683 3.9072
H 0.7754 -2.0287 2.4916
H -2.5416 0.7679 1.6436
H -1.5805 1.1625 0.2252
H -1.2546 1.9702 1.7658
*
```

The calculation puts the energy above the lowest of the compared OMol25 structures with the same formula, charge and spin at 24.2 kcal per mole. The gap between HOMO and LUMO (spin up / spin down) comes out at 5.854 / 5.855 eV. For the LUMO energy (spin up / spin down), the calculation gives -4.41 / -4.41 eV.

Atomic partial charges in e from the Löwdin method, atoms 1 to 5:
1. Rh 1.12
2. N -0.05
3. N 0.03
4. C -0.38
5. N 0.22

***

Entry 6:
DFT (wB97M-V/def2-TZVPD) results for the molecule C3H7BO3.

```
! RIJCOSX wB97M-V def2-TZVPD def2/J DEFGRID3
* xyz 0 1
B 1.2698 -0.0514 0.0611
C -1.1694 -1.0201 0.4368
C -1.3673 1.0947 -0.3712
C -0.0087 -0.0617 0.9037
O -1.9123 -0.2608 -0.5577
O 1.6539 -1.2126 -0.5992
O 2.0577 1.0291 -0.0020
H -0.8478 -1.9395 -0.2282
H -1.8535 -1.1626 1.3375
H -2.0811 1.7758 0.0562
H -0.9310 1.5400 -1.2372
H 0.0643 0.1517 1.9452
H 2.3547 -0.9240 -1.1213
H 2.7706 1.0414 -0.6237
*
```

The calculation puts the energy above the lowest of the compared OMol25 structures with the same formula, charge and spin at 87.2 kcal per mole. The gap between HOMO and LUMO comes out at 9.228 eV. For the LUMO energy, the calculation gives 0.25 eV.

Atomic partial charges in e from the Löwdin method, atoms 1 to 5:
1. B -0.74
2. C -0.20
3. C 0.06
4. C 0.08
5. O -0.22

***

Entry 7:
DFT (wB97M-V/def2-TZVPD) results for a structure of composition C30H32ClIrN3SSi2.

```
! RIJCOSX wB97M-V def2-TZVPD def2/J DEFGRID3
* xyz 1 5
C 0.5227 0.3780 1.0758
C 1.1328 -0.9118 1.0130
C 1.9781 -0.9404 -0.1621
H 1.0711 -1.7067 1.7534
C 1.7669 0.3115 -0.8715
C 0.8794 1.1135 -0.0703
H 0.6477 2.1596 -0.2683
H -0.0547 0.7519 1.9203
H 2.7330 -1.6775 -0.4031
H 2.3072 0.6180 -1.7627
Ir 0.0929 -1.1965 -1.0961
Si 0.5186 -2.7875 -2.8543
C 0.3869 -4.2899 -1.5258
C -0.5215 -5.3474 -1.6978
H -1.2224 -5.3280 -2.5337
C -0.4687 -6.4690 -0.8597
H -1.0989 -7.3415 -1.0676
C 0.4113 -6.4917 0.2254
H 0.4589 -7.3651 0.8823
C 1.2527 -5.3970 0.4573
H 1.9327 -5.3845 1.3123
C 1.2306 -4.3059 -0.4235
H 1.8649 -3.4444 -0.1996
C 2.3001 -1.9992 -2.9530
C 3.4192 -2.7607 -2.5668
H 3.3103 -3.6197 -1.8968
C 4.6914 -2.4417 -3.0507
H 5.5411 -3.0836 -2.7970
C 4.8700 -1.3216 -3.8677
H 5.8558 -1.1026 -4.2912
C 3.7831 -0.4941 -4.1635
H 3.9209 0.4083 -4.7683
C 2.5098 -0.8278 -3.7000
H 1.6776 -0.1467 -3.9051
H -0.8684 -2.2532 -1.9506
Si 1.3043 -4.4382 -4.3328
C 2.6415 -4.2246 -5.6107
C 3.4834 -5.3188 -5.8964
H 3.2189 -6.3149 -5.5339
C 4.6632 -5.1424 -6.6188
H 5.3175 -5.9956 -6.7817
C 4.9990 -3.8846 -7.1224
H 5.9341 -3.7422 -7.6658
C 4.1121 -2.8216 -6.9335
H 4.3697 -1.8386 -7.3253
C 2.9160 -2.9942 -6.2379
H 2.2093 -2.1670 -6.1491
C 1.5047 -6.2125 -3.7999
C 2.4756 -6.5486 -2.8440
H 3.1522 -5.7867 -2.4428
C 2.5367 -7.8586 -2.3625
H 3.2259 -8.0936 -1.5498
C 1.7106 -8.8484 -2.9049
H 1.7769 -9.8738 -2.5299
C 0.8200 -8.5266 -3.9311
H 0.1970 -9.3024 -4.3745
C 0.7066 -7.2092 -4.3867
H -0.0016 -6.9419 -5.1730
H -0.1238 -4.1761 -4.7764
Cl -0.6409 -1.6096 -4.3473
N -1.1876 0.3094 -1.8546
N -2.0547 0.7732 -0.8102
C -2.4133 -0.1194 0.1239
N -3.3022 0.2524 1.0445
S -1.6699 -1.6562 0.1798
H -1.7398 -0.0243 -2.6573
H -0.6460 1.1149 -2.1891
H -2.7117 1.5257 -1.0588
H -3.5856 -0.4155 1.7529
H -3.8633 1.0930 0.9296
*
```

The calculation puts the energy above the lowest of the compared OMol25 structures with the same formula, charge and spin at 25.9 kcal per mole. The gap between HOMO and LUMO (spin up / spin down) comes out at 6.316 / 5.140 eV. For the LUMO energy (spin up / spin down), the calculation gives -2.58 / -4.83 eV.

Atomic partial charges in e from the Löwdin method, atoms 1 to 5:
1. C -0.17
2. C -0.20
3. C -0.28
4. H 0.12
5. C -0.20

***

Entry 8:
DFT (wB97M-V/def2-TZVPD) results for a structure of composition C3H4BeLiO3.

```
! RIJCOSX wB97M-V def2-TZVPD def2/J DEFGRID3
* xyz 2 2
C 1.2012 -0.2259 1.2301
C 0.4016 0.8032 1.5774
H 1.9356 -0.1371 0.4240
H 0.6800 1.7360 1.0547
H -0.2750 0.7229 2.4335
O -0.4721 0.2558 -1.4224
C -1.2228 -0.7677 -1.5116
O -1.5299 -1.4294 -0.4993
O -1.6840 -1.1116 -2.6662
Li 0.3474 1.5273 -2.5431
Be -0.5281 -0.1870 0.1722
H 1.1463 -1.1866 1.7505
*
```

The calculation puts the energy above the lowest of the compared OMol25 structures with the same formula, charge and spin at 0.0 kcal per mole. The gap between HOMO and LUMO (spin up / spin down) comes out at 12.101 / 9.478 eV. For the LUMO energy (spin up / spin down), the calculation gives -10.07 / -12.39 eV.

Atomic partial charges in e from the Löwdin method, atoms 1 to 5:
1. C 0.06
2. C 0.02
3. H 0.12
4. H 0.12
5. H 0.13

***

Entry 9:
DFT (wB97M-V/def2-TZVPD) results for the molecule C3H2N2OS2.

```
! RIJCOSX wB97M-V def2-TZVPD def2/J DEFGRID3
* xyz 0 1
C 1.3571 -0.5497 -0.0807
C 1.2371 0.8055 -0.1695
C 0.2326 -1.3021 0.1972
N 0.1108 1.4621 0.1416
N -0.8599 0.5763 0.2834
O -0.4646 -2.2103 0.3107
S -2.4698 1.0744 0.3716
S -3.4536 -0.4092 -0.2456
H 2.2930 -0.9774 -0.3014
H 2.0172 1.5304 -0.5073
*
```

The calculation puts the energy above the lowest of the compared OMol25 structures with the same formula, charge and spin at 60.8 kcal per mole. The gap between HOMO and LUMO (spin up / spin down) comes out at 6.874 / 6.664 eV. For the LUMO energy (spin up / spin down), the calculation gives -1.57 / -1.61 eV.

Atomic partial charges in e from the Löwdin method, atoms 1 to 5:
1. C -0.07
2. C -0.17
3. C -0.18
4. N -0.07
5. N -0.45

***

Entry 10:
DFT (wB97M-V/def2-TZVPD) results for a structure of composition C24H42Cl3N4O3PtSi.

```
! RIJCOSX wB97M-V def2-TZVPD def2/J DEFGRID3
* xyz -1 3
C -3.2627 -2.0520 0.2069
C -2.2438 -3.0322 -0.2679
H -3.7763 -1.6192 -0.6612
H -2.7581 -1.2573 0.7509
H -4.0062 -2.5251 0.8647
C -2.6257 -4.1557 -0.9070
C -4.0278 -4.4577 -1.3283
H -1.9151 -4.9516 -1.1160
H -4.4498 -3.6169 -1.8900
H -4.7015 -4.6714 -0.4844
H -4.0234 -5.3143 -2.0135
Pt 0.4944 0.7374 2.1161
Cl 1.3751 1.0774 4.2233
Cl 0.1463 -1.4476 2.8282
C 3.5556 0.8145 2.0826
O 2.6186 1.2047 1.3558
N 4.7766 1.2703 1.8697
C 4.9492 2.2749 0.8279
C 5.9282 0.7900 2.6117
H 3.3861 0.1349 2.9463
H 4.3669 3.1753 1.0451
H 4.6139 1.8654 -0.1233
H 6.0097 2.5153 0.7861
H 5.7305 0.8449 3.6893
H 6.7794 1.4215 2.3544
H 6.1132 -0.2652 2.3565
H -4.9562 2.1691 0.0180
H -2.7262 1.0961 -2.2140
C -5.0710 2.7339 -0.9190
C -3.5145 1.7666 -2.5945
N -3.8321 2.8064 -1.6532
H -5.3863 3.7576 -0.6855
C -2.9142 3.7715 -1.3913
O -1.7813 3.7819 -1.8228
H -3.2078 2.2035 -3.5489
H -3.3210 4.5522 -0.6957
H -5.8265 2.2211 -1.5236
H -4.4252 1.1862 -2.7303
O -0.3857 -1.4336 0.0764
C -0.8066 -2.7671 0.1589
C 0.2840 -4.1670 -1.7104
C 0.2541 -3.7177 -0.3904
H -0.4908 -3.8445 -2.4052
C 1.3441 -4.9506 -2.1744
H -0.7868 -2.8765 1.2437
C 1.2699 -4.1062 0.4866
H 1.3886 -5.2662 -3.2196
C 2.3658 -5.3379 -1.2970
C 2.3195 -4.9175 0.0382
H 1.2633 -3.7006 1.5047
H 3.1799 -5.9914 -1.6445
H 3.1013 -5.2149 0.7325
Si 0.2929 -0.3374 -1.1479
Cl -1.5488 0.8415 0.0897
C 0.0933 -1.0406 -2.9275
C 2.1105 -0.8946 -0.7036
C 0.4475 1.4779 -1.5972
H 0.6992 -1.9235 -3.1755
H 0.3950 -0.2801 -3.6721
H -0.9481 -1.2937 -3.1641
H -0.3067 1.7031 -2.3535
H 1.4532 1.6825 -1.9965
H 0.2470 2.1066 -0.7211
H 2.4477 -1.8150 -1.2098
H 2.1397 -1.0959 0.3770
H 2.8846 -0.1491 -0.9293
C -0.9408 3.5280 3.8892
C -0.2533 3.7543 2.6352
N 0.3624 2.8458 1.8730
C 0.9794 3.5360 0.8237
C 0.6246 4.8635 0.8836
N -0.1494 4.9875 2.0434
H -1.1185 4.4961 4.3643
H -1.8889 3.0227 3.7161
H -0.3088 2.9022 4.5182
H 1.5982 3.0549 0.0941
H 0.8445 5.6482 0.1627
H -0.5487 5.8644 2.3652
*
```

The calculation puts the energy above the lowest of the compared OMol25 structures with the same formula, charge and spin at 0.0 kcal per mole. The gap between HOMO and LUMO (spin up / spin down) comes out at 5.728 / 7.259 eV. For the LUMO energy (spin up / spin down), the calculation gives 2.38 / 2.37 eV.

Atomic partial charges in e from the Löwdin method, atoms 1 to 5:
1. C -0.07
2. C -0.21
3. H 0.08
4. H 0.01
5. H 0.09

***

Ordered max |F| results: 1.58 2.08 3.22 2.48 1.54 4.62 4.38 3.86 2.96 2.57; unit eV/Å.